{
  "formula": "C5H15N2",
  "method": "wB97M-V/def2-TZVPD",
  "symbols": ["C", "C", "C", "N", "C", "N", "C", "H", "H", "H", "H", "H", "H", "H", "H", "H", "H", "H", "H", "H", "H", "H"],
  "coordinates": [[0.63845, 0.94271, -2.33017], [0.39904, 1.27794, -0.85441], [-0.67705, 0.27272, -0.28496], [-2.13670, 0.87415, -0.11466], [-0.31489, -0.26237, 1.09496], [0.56725, -1.40068, 0.92527], [1.45473, -1.98954, 1.93044], [0.83714, 1.84361, -2.91631], [-0.18599, 0.48841, -2.87633], [1.50588, 0.29710, -2.43616], [1.22752, 1.03586, -0.19214], [-0.04943, 2.25959, -0.73444], [-0.83928, -0.54316, -0.98755], [-2.45924, 0.50834, 0.77815], [-2.72409, 0.41631, -0.80804], [-2.16619, 1.87061, -0.30285], [-1.22328, -0.69488, 1.53396], [0.03533, 0.50375, 1.79615], [1.12106, -1.26365, 0.09149], [1.38574, -1.41860, 2.86524], [2.51544, -2.02738, 1.67081], [1.08854, -2.99083, 2.15156]],
  "forces_ev_per_a": [[0.72, 0.83, -0.44], [-2.38, -1.90, -0.10], [-0.05, 0.64, 0.42], [1.26, -1.21, -1.20], [-0.19, -1.41, 0.64], [1.04, 0.19, -1.67], [-0.90, 0.44, 1.28], [0.28, -0.01, 0.20], [-0.29, -0.21, 0.42], [0.01, -0.12, -0.09], [0.42, 0.87, -0.31], [0.66, 0.43, 0.26], [0.15, -0.17, 0.23], [-0.27, 0.87, 0.37], [-0.16, 0.15, -0.19], [-0.21, 0.26, 0.66], [-0.22, 0.21, 0.25], [0.15, 0.29, -0.20], [-0.08, -0.07, -0.17], [0.09, -0.08, -0.05], [-0.29, 0.10, -0.37], [0.26, -0.11, 0.06]],
  "charge": 1,
  "homo_ev": -12.47,
  "spin_multiplicity": 1
}